Formula: C48H51N7O5PtS
Source: OMol25
Level of theory: the ωB97M-V functional and the def2-TZVPD basis

Geometry as ORCA input:
```
! RIJCOSX wB97M-V def2-TZVPD def2/J DEFGRID3
* xyz -2 3
Pt -0.0339 -0.4505 -0.5020
C 1.8860 -4.3029 1.2872
C 1.0852 -3.3792 2.1751
C 1.3898 -3.9639 3.6029
C -0.4060 -3.3053 2.0040
C -1.0926 -4.5348 1.8936
C -2.4674 -4.5730 2.0865
C -3.1428 -3.3438 2.3240
C -2.5410 -2.1127 2.0786
C -3.4277 -0.8980 2.3955
C -4.4868 -0.8401 1.2238
C -4.1541 -0.8588 3.7587
C -1.1529 -2.1051 1.8439
N -0.5273 -0.8906 1.4556
C 0.1708 -0.1407 2.3549
C 0.9509 0.9567 1.8040
N 1.0521 1.0800 0.4625
C 1.4754 2.2727 -0.1245
C 0.4206 3.2168 -0.5140
C 0.8056 4.4296 -1.0579
C 2.1288 4.7834 -1.1788
C 3.1248 3.8768 -0.8311
C 2.8293 2.5820 -0.3438
C 4.0673 1.6901 -0.2591
C 4.6331 1.4084 -1.7053
C 4.0591 0.3712 0.4982
C -1.0106 2.7456 -0.3979
C -1.6974 2.8616 0.9774
C -1.9313 3.5055 -1.4831
C 1.2334 1.8836 2.9243
C 1.9502 3.0790 3.1142
C 2.0803 3.5518 4.4626
C 1.4844 2.9520 5.5561
C 0.7707 1.7415 5.3824
C 0.1390 0.9422 6.4045
C -0.4635 -0.2715 6.0592
C -0.5024 -0.7498 4.7286
C 0.0960 -0.0246 3.7658
C 0.6689 1.2365 4.0506
H 2.9886 -4.0502 1.2224
H 1.3760 -4.3822 0.2510
H 1.9421 -5.3229 1.6739
H 1.4877 -2.3622 2.0538
H 0.9522 -4.9969 3.7149
H 1.0286 -3.1785 4.3647
H 2.5079 -4.1733 3.7455
H -0.5157 -5.4028 1.8307
H -3.0233 -5.4672 2.1684
H -4.2070 -3.3197 2.6129
H -2.7610 -0.0299 2.2566
H -5.1880 -1.7201 1.2408
H -4.0671 -0.7600 0.1653
H -5.1436 0.0501 1.3272
H -4.4198 -1.8822 4.1380
H -5.1250 -0.3265 3.7140
H -3.5577 -0.3512 4.5703
H 0.0334 5.1125 -1.3719
H 2.3528 5.8124 -1.4918
H 4.1516 3.9502 -1.1033
H 4.8270 2.3124 0.2498
H 3.9813 0.6950 -2.2223
H 5.6328 1.0138 -1.6907
H 4.6562 2.3730 -2.2781
H 3.6733 -0.4165 -0.1093
H 3.3936 0.3315 1.3505
H 5.0957 0.0869 0.8230
H -1.0677 1.6889 -0.6686
H -1.7347 3.9393 1.3238
H -1.2107 2.2165 1.7088
H -2.7461 2.5361 0.7602
H -2.4155 4.3621 -0.9865
H -2.7065 2.8538 -1.9223
H -1.3654 3.8692 -2.3559
H 2.3473 3.6400 2.2282
H 2.8366 4.3184 4.6224
H 1.5959 3.4454 6.5357
H 0.1992 1.3215 7.3832
H -0.8983 -0.8303 6.8711
H -0.8533 -1.7527 4.4507
O 2.8582 6.3820 -4.8049
N 2.7759 5.1335 -4.6835
O 2.0864 4.4297 -5.5602
O 3.3054 4.5049 -3.7323
O -2.6681 0.2003 -2.0651
C -2.3780 -0.9874 -2.0863
N -1.3431 -1.6007 -1.3936
C -1.2479 -2.9314 -1.7091
O -0.3579 -3.7405 -1.3181
C -2.3140 -3.2002 -2.7033
C -2.5254 -4.3263 -3.4157
C -3.4864 -4.3075 -4.4762
C -4.0693 -3.1079 -4.8097
C -3.7917 -1.9441 -4.0894
C -3.0047 -2.0617 -2.9526
H -1.8554 -5.1354 -3.2485
H -3.7199 -5.2002 -5.0694
H -4.6924 -3.0689 -5.6677
H -4.3488 -0.9680 -4.2334
C 0.5486 0.9990 -6.6518
C 0.7212 1.7874 -5.4035
C 1.1005 0.7603 -4.3058
N 0.4714 0.8277 -3.1598
N 0.8643 -0.1524 -2.3018
C 1.7706 -1.0027 -2.8628
N 2.2131 -2.1422 -2.2816
S 2.1219 -0.6039 -4.5225
H 0.2164 1.5930 -7.4833
H -0.1614 0.1823 -6.4906
H 1.4903 0.4945 -7.0423
H -0.1956 2.2992 -5.0854
H 1.4839 2.5486 -5.5316
H 1.6018 -2.6243 -1.6599
H 3.0126 -2.6624 -2.6326
*
```

Values from the calculation:
Electronic energy (a.u.): -3136.62260
Energy relative to the best compared isomer or geometry (same formula, charge and spin) (eV): 0.000
Gap between HOMO and LUMO (spin up / spin down) (eV): 3.26 / 5.98